No. 1
ORCA calculation (the ωB97M-V functional and the def2-TZVPD basis) on BrO2S2 as an isolated structure.

Structure (XYZ):
```
5
Properties=species:S:1:pos:R:3:forces:R:3:mulliken_charge:R:1
O 1.36267 -0.55809 -0.87559 -0.434 -0.376 0.971 -0.45
O -0.82376 -1.37194 0.06664 -0.047 -2.163 1.072 -0.41
S -0.94007 1.13330 -1.01507 0.053 0.580 -0.600 -0.28
S 0.04588 -0.33935 -0.33020 0.188 2.726 -0.932 0.74
Br 0.35530 1.13608 2.15422 0.241 -0.767 -0.511 -0.59
```
Positions in Å, forces in eV/Å.

E = -95809.4816 eV
2S+1 = 1
energy relative to the best compared isomer or geometry (same formula, charge and spin) = 14.3 kJ/mol
total charge = -1
HOMO level = -4.640 eV
E_LUMO = 2.67 eV


No. 2
ORCA calculation (the ωB97M-V functional and the def2-TZVPD basis) on C14H27IrN7O7 as an isolated structure.

Structure (XYZ):
```
56
Properties=species:S:1:pos:R:3:forces:R:3:mulliken_charge:R:1
O -1.80586 1.75044 -3.37741 -0.206 -0.023 0.197 -0.53
H -1.45553 2.26443 -4.11484 0.214 0.150 -0.244 0.28
Ir -0.15265 0.46358 -0.83268 -0.196 -2.935 11.804 0.96
N 0.38436 -1.42030 -0.96836 0.757 -0.884 -1.552 0.60
N -1.93757 -0.39573 -1.01155 -1.112 -0.326 -1.131 0.82
N 1.42671 1.09321 0.12778 1.682 -0.543 -1.226 0.43
N -0.79304 2.10215 0.09045 -1.753 -0.167 -1.254 -0.29
O 1.49065 -1.90613 -0.54291 -0.984 0.381 -0.597 -0.74
O 2.50758 0.32814 0.43027 -0.563 -0.236 -0.268 -0.51
O -2.08943 2.34723 0.44074 0.071 -0.628 -0.458 -0.55
O -3.03850 0.12629 -0.64780 0.885 -0.535 -0.441 -0.76
C -1.87281 -1.67154 -1.51827 0.057 0.113 0.368 0.70
C -0.57109 -2.22640 -1.53052 -0.087 0.309 0.594 0.27
C 1.43004 2.36280 0.59061 -1.541 1.227 0.523 0.32
C 0.14530 2.96223 0.54309 2.566 -0.138 0.933 0.58
C -0.21491 -3.61709 -1.88543 -0.247 -0.393 -0.162 -1.61
H -0.35448 -4.27993 -1.01902 0.066 0.160 -0.165 0.23
H 0.82892 -3.67144 -2.21164 -0.219 0.014 0.138 0.38
H -0.86387 -3.97198 -2.69439 0.138 0.030 0.201 0.46
C -3.11985 -2.41333 -1.82021 -0.069 -0.266 -0.153 -1.67
H -3.96872 -1.72913 -1.90507 0.232 -0.129 0.042 0.43
H -3.32755 -3.14568 -1.02856 0.043 0.164 -0.087 0.29
H -3.00026 -2.96490 -2.75887 -0.062 0.066 0.145 0.41
C 2.65556 2.90717 1.21427 0.218 0.716 0.071 -1.43
C -0.20499 4.30381 1.06632 0.050 0.550 0.131 -1.60
H 3.53358 2.72324 0.58234 -0.197 -0.021 0.207 0.36
H 2.83720 2.45786 2.20230 -0.046 0.015 -0.306 0.26
H 2.54399 3.98923 1.34845 0.096 -0.239 0.020 0.43
H -1.26336 4.53683 0.90080 0.353 -0.109 0.041 0.40
H 0.40545 5.06975 0.56735 -0.182 -0.147 0.143 0.41
H 0.01160 4.36965 2.14247 -0.116 0.005 -0.223 0.32
H 2.25237 -0.59198 0.05697 0.341 0.594 0.271 0.55
H -2.61559 1.59688 -0.03480 0.400 0.640 0.392 0.51
C -0.06894 1.11272 -2.58468 0.603 0.854 -4.090 -1.19
H -0.57045 0.15933 -2.76623 -0.646 0.807 -2.026 0.23
H -0.22593 2.01233 -1.95766 -0.682 0.790 -1.928 0.43
H 0.78420 1.24570 -3.23034 0.354 0.018 -0.142 0.64
O 1.29382 2.11983 -5.32327 0.474 -0.392 -0.304 -0.63
H 2.16487 2.54599 -5.27498 -0.373 -0.137 -0.100 0.31
H 1.41470 1.38710 -5.95721 -0.093 0.543 0.374 0.32
C 0.86221 -3.93572 2.59090 0.026 -0.559 -0.101 -0.88
N 0.66669 -2.49714 2.59834 0.221 -0.329 0.339 0.31
C 1.32022 -1.70869 3.47832 -0.293 0.613 -0.037 0.00
C 0.94628 -0.40061 3.59725 0.329 -0.422 0.565 -1.15
C -0.05363 0.04941 2.69873 0.138 0.548 -0.424 0.75
N -0.33507 -0.62722 1.58477 -1.457 -0.478 0.518 -0.01
C -0.33975 -1.99618 1.76948 -0.462 -0.749 -0.837 -0.19
O -1.12308 -2.79399 1.24162 1.118 1.237 0.188 -0.64
N -0.68570 1.21609 2.90005 0.071 0.283 0.144 -0.23
H 1.20505 -4.25600 1.60030 -0.077 0.053 0.213 0.26
H -0.07907 -4.45073 2.81305 0.263 0.152 -0.008 0.31
H 1.61553 -4.19209 3.33790 -0.114 0.012 -0.121 0.33
H 2.08520 -2.19967 4.08073 -0.227 0.289 -0.125 0.40
H 1.36216 0.28341 4.32772 0.004 -0.288 0.009 0.45
H -1.45548 1.47651 2.28932 0.184 -0.131 0.275 0.24
H -0.58706 1.70028 3.78400 0.050 -0.128 -0.335 0.23
```
Positions in Å, forces in eV/Å.

⟨S²⟩ = 6.119
E = -42540.3740 eV
2S+1 = 5
total charge = +1
HOMO level (alpha / beta) = -9.806 / -11.501 eV
E_LUMO (alpha / beta) = -3.83 / -5.88 eV


No. 3
ORCA calculation (the ωB97M-V functional and the def2-TZVPD basis) on one molecule with the formula C4H6O4.

Structure (XYZ):
```
14
Properties=species:S:1:pos:R:3:forces:R:3:mulliken_charge:R:1
O 1.54643 -1.79399 -0.56812 0.423 -0.264 -0.338 -0.54
C 0.55540 -1.80198 0.10128 -0.610 0.070 0.076 0.37
O 0.08335 -2.89531 0.73162 -0.791 0.725 0.257 -0.43
C -0.22337 -0.55677 0.44494 0.916 0.995 -1.251 -0.38
C -0.22126 0.52367 -0.71635 0.160 -1.784 1.387 -0.54
C -0.44572 1.86157 -0.03702 0.032 -0.787 -0.702 0.55
O -1.14234 2.03092 0.92411 -0.224 0.108 0.126 -0.54
O 0.25868 2.83817 -0.61065 0.315 -0.469 -0.750 -0.44
H 0.66957 -3.63383 0.60859 0.679 -0.544 -0.323 0.35
H 0.47660 -0.12465 1.16661 -0.743 -0.039 0.730 0.28
H -1.25018 -0.69407 0.75248 0.203 -0.249 0.683 0.34
H -1.02260 0.19191 -1.36856 -0.210 0.673 -0.335 0.31
H 0.72469 0.40978 -1.23856 0.003 0.534 -0.112 0.33
H -0.00927 3.64459 -0.19034 -0.153 1.032 0.552 0.34
```
Positions in Å, forces in eV/Å.

E = -12435.9465 eV
SMILES string = O=C(O)CCC(=O)O
2S+1 = 1
energy relative to the best compared isomer or geometry (same formula, charge and spin) = 21.8 kJ/mol
HOMO level = -10.736 eV
E_LUMO = 0.62 eV